# C46H121F6HgN12O15S2

A molecular structure, C46H121F6HgN12O15S2 (ωB97M-V/def2-TZVPD, the Open Molecules 2025 dataset).

```
203
Properties=species:S:1:pos:R:3:mulliken_charge:R:1
Hg -17.28950 24.65078 -15.15740 2.090
C -19.35388 23.41594 -18.69276 0.329
F -19.20096 24.44623 -19.49066 0.019
F -20.29442 22.63410 -19.17345 -0.093
F -18.23461 22.73284 -18.55861 -0.110
S -19.93572 24.02900 -16.99118 0.251
O -21.31889 24.39116 -17.10156 -0.590
O -19.67127 22.91580 -16.08769 -0.379
N -18.87690 25.28927 -16.56774 -0.523
S -19.43195 26.72796 -17.02040 0.684
O -20.33687 26.78976 -18.13956 -0.552
O -19.71812 27.56405 -15.87017 -0.555
C -17.83574 27.39560 -17.75984 0.068
F -17.38374 26.62880 -18.75339 0.011
F -18.05366 28.59846 -18.28312 0.064
F -16.92435 27.40912 -16.79016 0.444
C -14.75456 30.78647 -13.99706 -0.917
C -15.72194 31.94358 -13.85526 0.747
C -17.14746 31.63370 -14.36755 -1.128
O -17.21957 30.87690 -15.57661 -0.418
C -18.56737 30.43431 -15.78842 -0.552
N -15.80674 32.38485 -12.47766 -0.711
H -13.75671 31.05765 -13.64605 0.555
H -14.61400 30.46439 -15.02807 0.000
H -15.10151 29.90685 -13.44697 0.147
H -15.27878 32.71022 -14.50696 0.205
H -17.60692 32.60726 -14.56907 0.540
H -17.73628 31.11834 -13.60387 0.414
H -18.55263 29.84294 -16.69879 -0.487
H -19.25531 31.25281 -16.00836 0.395
H -18.82778 29.79776 -14.94489 0.441
H -16.43882 33.17510 -12.40266 0.265
H -14.90230 32.71701 -12.16449 0.277
C -23.90046 22.32435 -17.85037 -1.545
C -23.89811 22.22096 -19.37717 1.318
C -23.54787 20.82141 -19.84921 -0.741
O -24.45082 19.86185 -19.28461 -0.382
C -24.07054 18.53457 -19.58153 -0.684
N -25.21938 22.58866 -19.90948 -0.740
H -24.07168 23.35185 -17.52577 0.534
H -23.00527 21.95235 -17.34666 -0.029
H -24.73228 21.73382 -17.45644 0.377
H -23.17484 22.93414 -19.78483 -0.340
H -22.54676 20.54453 -19.49084 0.231
H -23.55069 20.63087 -20.92611 0.603
H -23.07352 18.37248 -19.16139 0.228
H -24.13310 18.33151 -20.65353 0.297
H -24.73426 17.80931 -19.11226 0.270
H -25.80149 21.75366 -19.90636 0.353
H -25.63565 23.15271 -19.17278 0.278
C -13.04901 28.89825 -22.26995 -1.409
C -13.97790 28.19047 -21.29570 1.184
C -14.88097 27.13963 -21.98426 -1.080
O -15.73502 27.72186 -22.96274 -0.491
C -16.69975 28.60557 -22.39714 -0.073
N -13.08183 27.39686 -20.42246 -0.264
H -12.27373 28.35350 -22.80929 0.307
H -12.50540 29.73857 -21.82796 -0.118
H -13.67492 29.38001 -23.03528 0.488
H -14.50507 28.86920 -20.62592 0.169
H -15.50317 26.57680 -21.28262 0.148
H -14.17414 26.46115 -22.46449 0.439
H -17.24870 28.93417 -23.28110 0.222
H -16.20974 29.47796 -21.96322 0.075
H -17.38509 28.08470 -21.72557 0.132
H -12.44519 28.00153 -19.87809 -0.116
H -12.39963 26.84143 -20.93269 0.451
C -14.24899 23.89709 -18.52426 -1.518
C -15.45550 23.81902 -17.61239 1.495
C -15.56670 22.54368 -16.82595 -0.981
O -16.68874 22.58118 -15.92631 0.225
C -17.07271 21.28528 -15.44074 -0.639
N -15.50264 24.98572 -16.70927 0.679
H -14.22760 23.18322 -19.35117 0.428
H -13.36256 23.59754 -17.94770 0.380
H -14.01086 24.87375 -18.94766 0.212
H -16.33655 23.95566 -18.24432 -0.455
H -14.69115 22.46839 -16.16462 0.453
H -15.64585 21.61471 -17.39045 0.317
H -17.38326 20.62372 -16.24532 0.450
H -17.93928 21.41378 -14.79491 -0.284
H -16.29873 20.91546 -14.76624 0.343
H -15.36496 25.79100 -17.32618 -1.158
H -14.64812 24.98737 -16.15161 0.182
C -11.86088 26.64786 -16.95250 -1.545
C -12.81615 27.78205 -16.62877 -0.132
C -12.25312 29.12949 -17.14248 -0.771
O -12.00114 29.21083 -18.55270 -0.686
C -11.18274 30.33918 -18.85809 -1.069
N -14.07140 27.46295 -17.33564 1.648
H -12.29561 25.70128 -16.62236 0.339
H -10.89703 26.81370 -16.47095 0.452
H -11.76058 26.52876 -18.02993 0.236
H -13.09078 27.87042 -15.57698 0.496
H -11.34363 29.41847 -16.60468 0.763
H -13.00034 29.90433 -16.92852 0.340
H -10.25607 30.25677 -18.28842 0.341
H -11.75855 31.24397 -18.65142 0.389
H -10.94407 30.31150 -19.91953 0.339
H -13.89600 27.38230 -18.34294 -0.010
H -14.63800 28.31956 -17.35625 -0.923
C -24.08028 24.49963 -24.75862 -1.369
C -23.15731 23.40829 -24.23053 0.397
C -22.31603 23.77165 -23.05259 -0.551
O -21.43389 24.83991 -23.36063 -0.405
C -20.47380 24.98559 -22.34767 -0.890
N -23.95164 22.21331 -23.91007 -0.713
H -23.51766 25.36098 -25.13287 0.212
H -24.74176 24.91836 -23.99718 0.347
H -24.63644 24.10055 -25.60651 0.427
H -22.47376 23.09685 -25.02744 0.274
H -21.76811 22.89207 -22.69003 0.346
H -22.95077 23.95226 -22.16942 0.217
H -19.98174 24.04167 -22.09141 0.564
H -20.79837 25.50752 -21.44253 0.201
H -19.65945 25.59843 -22.74577 0.316
H -24.71660 22.48794 -23.29338 0.267
H -24.46770 21.97293 -24.75170 0.285
C -20.19380 19.86732 -11.58501 -1.538
C -19.87937 20.21659 -13.04010 0.557
C -20.63993 19.32413 -14.02306 -0.766
O -20.26285 19.69064 -15.33157 -0.029
C -21.11434 19.13091 -16.33821 -0.787
N -20.26956 21.61779 -13.36211 -0.131
H -20.13430 18.80774 -11.33675 0.417
H -21.20808 20.15809 -11.29805 0.226
H -19.53333 20.41756 -10.91361 0.383
H -18.80790 20.07760 -13.20841 0.141
H -21.70143 19.55669 -13.84279 0.271
H -20.55475 18.24090 -13.88022 0.457
H -22.13741 19.40392 -16.07949 0.419
H -20.89088 18.09265 -16.58173 0.321
H -20.85897 19.68617 -17.24432 0.092
H -21.24129 21.66272 -13.03351 0.048
H -20.38068 21.61312 -14.37563 -0.245
C -23.20738 23.40614 -14.43040 -0.245
C -23.86707 23.24574 -13.05982 0.132
C -25.37864 23.21088 -13.05318 -0.997
O -25.84741 24.36638 -13.72059 -0.246
C -27.22983 24.52813 -13.62895 -0.836
N -23.33046 21.99635 -12.45654 -0.551
H -22.15504 23.69331 -14.36299 -0.711
H -23.74942 24.22482 -14.90302 0.708
H -23.14284 22.46418 -14.97656 0.015
H -23.54007 24.06456 -12.41548 0.316
H -25.72758 23.20761 -12.01270 0.472
H -25.77918 22.28123 -13.47829 0.399
H -27.77652 23.68676 -14.07030 0.328
H -27.56722 25.41608 -14.16628 0.260
H -27.61815 24.69359 -12.61614 0.315
H -23.43654 21.99662 -11.44599 0.297
H -23.88208 21.19848 -12.76168 0.252
C -20.82795 29.10066 -20.77580 -0.839
C -20.89157 29.57726 -22.21450 1.249
C -22.11545 29.07159 -22.95174 -0.635
O -22.12239 29.60039 -24.25963 -0.329
C -23.26693 29.23425 -24.98189 -0.702
N -20.88282 31.06209 -22.18753 -0.833
H -19.98869 29.44085 -20.16444 -0.170
H -20.77006 28.00855 -20.75690 -0.031
H -21.67653 29.46083 -20.18827 0.453
H -19.93443 29.27488 -22.65463 -0.171
H -22.96805 29.41332 -22.35409 0.425
H -22.05788 27.97840 -22.98346 0.229
H -24.19272 29.29326 -24.39660 0.326
H -23.26340 28.20940 -25.36909 0.201
H -23.36054 29.93205 -25.81307 0.282
H -21.26623 31.45774 -23.04015 0.300
H -19.92365 31.39072 -22.19008 0.227
C -20.28396 25.05576 -12.02632 -1.643
C -19.27336 25.24365 -13.15645 1.038
C -18.34209 26.43560 -12.87220 -1.085
O -17.57100 26.66715 -14.07776 -0.062
C -16.59777 27.68590 -13.91036 -1.647
N -18.43935 24.01066 -13.19656 0.001
H -19.79252 24.99865 -11.05292 0.440
H -21.05279 24.30437 -12.17606 0.245
H -20.79968 26.02372 -11.95140 0.481
H -19.74200 25.40165 -14.12649 -0.240
H -17.65742 26.26224 -12.03768 0.558
H -18.93958 27.30034 -12.57629 0.323
H -16.18356 27.76391 -12.89939 0.550
H -17.04936 28.66137 -14.10908 0.498
H -15.70265 27.62334 -14.53077 0.135
H -19.07187 23.19324 -13.26866 -0.011
H -18.05424 23.82106 -12.27266 0.403
C -16.46079 31.64039 -18.76695 -1.657
C -15.58030 30.39497 -18.84818 2.178
C -14.26050 30.60495 -19.56504 -1.378
O -14.43756 30.68278 -20.96592 -0.064
C -13.32312 31.30603 -21.58473 -1.463
N -15.34773 29.91866 -17.47076 -0.048
H -16.11260 32.45281 -18.13221 0.205
H -17.50944 31.45739 -18.52351 0.283
H -16.59518 32.01546 -19.79172 0.516
H -16.10595 29.55693 -19.30712 -0.780
H -13.57908 29.75985 -19.37187 0.295
H -13.66739 31.43726 -19.16313 1.128
H -13.15880 32.35748 -21.33488 0.291
H -13.44387 31.25089 -22.66371 0.451
H -12.42308 30.75819 -21.28601 0.669
H -16.03418 30.27175 -16.77578 -0.799
H -14.54784 30.37212 -17.02404 0.176
```

Properties
Lowest unoccupied orbital energy: -0.092 Eh
Maximum force: 3.54 eV/A
Charge: +1
Energy relative to the best compared isomer or geometry (same formula, charge and spin): 52.8 kcal per mole
HOMO energy: -0.3717 Ha


# C46H122N6O18

13 unconnected molecules or ions with the total composition C46H122N6O18 (ωB97M-V/def2-TZVPD, the Open Molecules 2025 dataset).

```
192
Properties=species:S:1:pos:R:3:mulliken_charge:R:1
C -4.48233 -14.08875 -7.76912 -0.721
O -4.31555 -13.25959 -8.93138 -0.299
C -5.22537 -13.59817 -9.95719 -0.581
C -5.03081 -12.58701 -11.11995 -0.703
N -5.54645 -11.20737 -10.72430 -0.375
C -5.28024 -10.13913 -11.74644 -0.644
C -6.10963 -8.90483 -11.36809 -0.625
O -5.42190 -8.25052 -10.29876 -0.272
C -6.17783 -7.24135 -9.66029 -0.756
H -5.50213 -14.13458 -7.38702 0.305
H -3.92477 -13.58678 -6.97838 0.241
H -4.13729 -15.09473 -8.00797 0.289
H -6.25167 -13.62984 -9.59137 0.346
H -4.98278 -14.62116 -10.24483 0.428
H -5.45911 -12.96003 -12.05028 0.403
H -3.97915 -12.42530 -11.35651 0.337
H -5.08450 -11.12466 -9.82995 0.234
H -5.54455 -10.48945 -12.74420 0.449
H -4.22556 -9.86986 -11.68942 0.341
H -7.12317 -9.23868 -11.14580 0.343
H -6.17901 -8.26106 -12.24492 0.419
H -6.84237 -7.69152 -8.92285 0.276
H -6.71802 -6.66201 -10.40906 0.326
H -5.48217 -6.52438 -9.22427 0.240
C -0.97720 -23.11520 -7.33789 -0.729
O -0.24306 -22.41740 -6.35586 -0.320
C -0.53654 -21.10618 -5.94421 -0.362
C 0.42358 -20.51843 -4.89757 -0.685
N 0.24732 -19.08159 -4.83751 -0.233
C 1.18838 -18.41159 -4.01781 -0.768
C 1.15871 -16.89719 -4.16544 -0.835
O 1.74648 -16.46725 -5.38180 -0.127
C 1.30202 -15.14842 -5.75896 -0.956
H -2.04461 -23.05299 -7.12608 0.269
H -0.68961 -24.16511 -7.39342 0.279
H -0.77034 -22.71536 -8.33058 0.285
H -1.54988 -21.27237 -5.57869 0.207
H -0.54835 -20.53578 -6.87298 0.326
H 1.44896 -20.77005 -5.16847 0.326
H 0.33919 -21.09219 -3.97465 0.438
H 0.51273 -18.86226 -5.78700 0.190
H 2.18892 -18.78697 -4.23255 0.393
H 1.05678 -18.64805 -2.96192 0.535
H 1.65060 -16.36757 -3.34957 0.448
H 0.10483 -16.62404 -4.11222 0.318
H 1.64826 -14.47897 -4.97152 0.398
H 0.23077 -15.07704 -5.94717 0.329
H 1.93380 -14.90243 -6.61243 0.295
C 3.72039 -3.90390 -5.82940 -0.824
O 3.08635 -5.17901 -5.72269 -0.341
C 2.67210 -5.57346 -6.96335 -0.528
C 1.85968 -6.89790 -6.84942 -0.757
N 0.77365 -6.87192 -5.87511 -0.385
C -0.56286 -6.73595 -6.53586 -0.589
C -1.66627 -6.52374 -5.52162 -0.495
O -1.27094 -5.50228 -4.63298 -0.280
C -2.28906 -4.98534 -3.79755 -0.856
H 2.98089 -3.11596 -5.97215 0.326
H 4.43985 -3.76516 -6.63639 0.331
H 4.32875 -3.67495 -4.95443 0.273
H 3.56830 -5.90681 -7.48661 0.393
H 2.26241 -4.78418 -7.59368 0.402
H 2.50217 -7.71755 -6.52775 0.363
H 1.47523 -7.14816 -7.83819 0.362
H 0.84810 -6.05190 -5.29020 0.292
H -0.76315 -7.64652 -7.10052 0.360
H -0.49549 -5.86507 -7.18787 0.353
H -1.72332 -7.50028 -5.04076 0.277
H -2.60400 -6.32493 -6.04052 0.421
H -3.15959 -5.58929 -3.54160 0.328
H -2.68053 -4.22563 -4.47410 0.334
H -1.84662 -4.47942 -2.93942 0.240
C -9.83881 -28.38317 -1.35480 -0.732
O -8.73698 -27.52018 -1.48059 -0.290
C -8.98437 -26.52994 -2.48266 -0.529
C -7.62978 -26.05387 -3.09771 -0.729
N -6.91533 -25.22724 -2.12133 -0.347
C -5.71674 -24.47757 -2.58721 -0.648
C -5.00285 -23.85077 -1.37969 -0.625
O -4.37497 -24.94960 -0.68728 -0.263
C -3.69861 -24.56902 0.49778 -0.782
H -9.89922 -28.92343 -2.29956 0.306
H -10.78816 -27.86820 -1.20769 0.293
H -9.69318 -29.04500 -0.50106 0.231
H -9.53814 -25.73671 -1.98045 0.291
H -9.52045 -27.00603 -3.30367 0.418
H -7.76242 -25.47715 -4.01307 0.474
H -7.16369 -26.97011 -3.46014 0.295
H -6.47643 -25.90568 -1.51537 0.227
H -6.18759 -23.71369 -3.20599 0.487
H -5.01642 -25.14346 -3.09143 0.288
H -5.78999 -23.39252 -0.78092 0.341
H -4.31271 -23.07027 -1.70004 0.428
H -3.33772 -25.43018 1.06015 0.246
H -4.20532 -23.84480 1.13562 0.316
H -2.81470 -23.99146 0.22716 0.303
C 3.22553 -23.23578 -1.25947 -0.797
O 3.74785 -21.94922 -1.02868 -0.238
C 5.15536 -21.91187 -0.69666 -0.649
C 5.55642 -20.48827 -0.77665 -0.647
N 4.99758 -19.69563 0.27965 -0.218
C 5.62578 -18.38561 0.34786 -0.640
C 4.86674 -17.50497 1.31177 -0.601
O 3.56968 -17.33734 0.79519 -0.210
C 2.61246 -16.76653 1.63487 -0.818
H 3.54388 -23.63208 -2.22368 0.296
H 2.14795 -23.08786 -1.33052 0.214
H 3.39551 -23.87076 -0.38999 0.325
H 5.70545 -22.49673 -1.43385 0.412
H 5.39406 -22.34887 0.27296 0.346
H 5.38958 -20.05946 -1.76476 0.313
H 6.63928 -20.47931 -0.65238 0.346
H 4.02339 -19.89031 0.46169 0.269
H 5.71228 -17.95063 -0.64784 0.313
H 6.66808 -18.57949 0.60108 0.362
H 5.39529 -16.55220 1.28068 0.366
H 4.80695 -17.89691 2.32709 0.396
H 2.40486 -17.53706 2.37735 0.337
H 1.69002 -16.52133 1.10848 0.209
H 2.90728 -15.85773 2.15951 0.312
C -5.69727 -26.24130 -12.50723 -1.952
C -6.64359 -25.09145 -12.28286 1.454
C -7.39978 -25.55315 -10.95570 -1.110
C -8.13508 -24.40894 -10.29039 -0.674
C -7.16785 -23.26086 -9.95426 -1.229
C -6.39055 -22.70015 -11.25864 1.669
N -5.84487 -23.83742 -12.01927 0.381
O -5.11134 -23.46576 -13.13465 -0.484
C -7.30889 -21.85205 -12.11311 -1.796
C -5.25582 -21.83354 -10.67371 -2.068
C -7.76160 -24.97374 -13.35599 -1.740
H -6.13100 -27.24119 -12.49318 0.367
H -4.87913 -26.16477 -11.79106 0.452
H -5.21403 -26.14300 -13.47930 0.417
H -8.17294 -26.23069 -11.31801 0.462
H -6.75278 -25.95838 -10.17770 0.374
H -8.67047 -24.72960 -9.39672 0.364
H -8.94213 -24.14504 -10.97386 0.286
H -6.40301 -23.43436 -9.19728 0.440
H -7.66819 -22.43905 -9.44204 0.450
H -7.43422 -20.80456 -11.83896 0.435
H -6.93267 -21.76176 -13.13213 0.382
H -8.31679 -22.24651 -12.24210 0.295
H -4.61802 -21.43296 -11.46165 0.418
H -5.60589 -21.06245 -9.98742 0.381
H -4.58465 -22.42810 -10.05395 0.517
H -8.10758 -25.96964 -13.63271 0.471
H -7.28688 -24.45521 -14.18899 0.381
H -8.63836 -24.40677 -13.04302 0.310
H -4.19996 -23.60309 -12.86609 0.347
C 1.86135 -16.84558 -9.91994 -0.621
O 1.79629 -17.45618 -8.62843 -0.435
H 0.91163 -16.34285 -10.10267 0.260
H 2.68926 -16.14478 -10.02739 0.256
H 1.99531 -17.51031 -10.77332 0.252
H 1.72269 -16.81779 -7.91524 0.269
C -1.85047 -28.73748 -3.81598 -0.530
O -1.31834 -30.05413 -4.01687 -0.494
H -2.09392 -28.30236 -4.78526 0.238
H -2.71283 -28.79291 -3.15164 0.250
H -1.08256 -28.17739 -3.28239 0.223
H -2.17278 -30.46684 -4.16250 0.312
C 2.66618 -29.45670 -7.74826 -0.414
O 3.79384 -29.91555 -8.49322 -0.522
H 2.85657 -29.54296 -6.67849 0.224
H 2.41316 -28.43021 -8.01360 0.189
H 1.88110 -30.17976 -7.96947 0.220
H 3.80597 -30.87369 -8.55185 0.303
C 1.55194 -23.17475 -12.97708 -0.546
O 1.25747 -23.55911 -14.28427 -0.483
H 2.35427 -22.43793 -13.01533 0.239
H 0.79746 -22.66844 -12.37500 0.208
H 1.90150 -23.98325 -12.33501 0.257
H 1.55163 -24.47255 -14.31085 0.324
C 6.80404 -16.53929 -6.74443 -0.478
O 6.31970 -15.28716 -6.16994 -0.511
H 7.80692 -16.46860 -7.16554 0.253
H 6.88825 -17.28971 -5.95838 0.234
H 6.15034 -16.90397 -7.53676 0.204
H 5.39711 -15.37239 -5.91862 0.299
C 5.26088 -22.61936 -7.68637 -0.502
O 6.63239 -22.72711 -8.15880 -0.502
H 4.69265 -21.83412 -8.18499 0.225
H 4.74239 -23.55238 -7.90715 0.235
H 5.06411 -22.56776 -6.61552 0.234
H 6.79625 -23.65359 -8.34956 0.311
C -3.53023 -17.61178 -1.55449 -0.524
O -3.67098 -18.32211 -2.77513 -0.497
H -4.51107 -17.41999 -1.11946 0.241
H -3.07633 -18.20290 -0.75911 0.255
H -2.91558 -16.73811 -1.77133 0.222
H -2.81409 -18.63154 -3.07778 0.295
```

Properties
Lowest unoccupied orbital energy: 0.004 Eh
Maximum force: 3.21 eV/A
Energy relative to the best compared isomer or geometry (same formula, charge and spin): 114.0 kcal per mole
HOMO energy: -0.3032 Ha


Per-record HOMO-LUMO gap, eV: 7.60 8.36
Per-record energy, Ha: -5159.3645 -3508.0927
Per-record molar mass, g/mol: 1461.26 1047.51